Record 1
ORCA calculation (ωB97M-V/def2-TZVPD) on C24H22ClNOPW as an isolated structure at a distorted geometry.

Element x y z (Å)
C  -0.993452  0.353401  4.394655
H  -3.069775  0.525881  -4.605678
C  2.547385  -1.116719  -0.721064
P  -0.004499  0.002587  -0.651898
C  -1.742006  0.340776  -2.927377
C  0.499375  1.673653  -1.255073
N  -0.200201  -0.550993  3.741277
H  -0.088828  -0.235925  7.617404
O  -0.213502  2.333855  2.064144
H  -4.845240  -0.939909  -3.578061
H  2.764873  -0.522304  0.169314
H  4.106485  -3.387694  -2.734224
H  0.165664  -1.628253  -3.120950
C  1.312923  -1.035157  -1.386039
H  1.959833  -3.089499  -4.025459
W  -0.152523  -0.810575  1.636030
C  1.108394  -1.743373  -2.581695
H  -2.441780  -1.358725  -0.034557
H  -0.777106  4.843488  -1.446291
H  -1.584180  -1.843320  1.757788
C  -3.719203  -1.254978  -1.755620
Cl  0.773045  -2.879111  1.465274
H  2.938330  3.289581  -3.016342
C  0.669693  -1.318088  4.471487
H  -1.692327  0.941231  3.794405
C  -2.928809  0.087286  -3.618525
C  -2.550605  -0.971309  -1.052664
C  -0.077441  4.016658  -1.589207
H  -4.483584  -1.891133  -1.294629
H  1.351076  5.208911  -2.703640
C  1.114287  4.223113  -2.295347
C  0.725192  -1.206501  5.855656
C  -0.072870  -0.283243  6.529647
H  -1.785186  -1.031092  2.228123
C  2.124703  -2.564928  -3.078253
H  4.458232  -2.124948  -0.601805
H  1.279097  -2.017285  3.891233
C  -0.380834  2.754961  -1.069922
H  1.396637  -1.902036  6.357300
C  3.532582  -1.998533  -1.175838
C  -0.919560  0.526367  5.773254
C  3.326666  -2.712864  -2.361361
H  -0.986977  0.986910  -3.386905
C  -0.240941  1.187597  1.813864
H  2.431264  1.093376  -2.074164
C  1.715187  1.904096  -1.925789
H  -1.576469  1.296650  6.196294
C  2.006329  3.160722  -2.463786
H  -1.327668  2.614852  -0.541834
C  -3.918632  -0.730577  -3.033944
C  -1.533055  -0.216901  -1.649218

Forces on the atoms, in the same order (eV/Å):
C 0.325 -0.087 0.698
H -0.012 -0.147 0.258
C 0.630 -0.744 0.204
P 0.268 2.259 -5.219
C 0.311 0.243 -0.017
C 0.331 0.510 0.891
N -0.047 0.600 0.414
H 0.194 0.094 -0.221
O -0.041 -5.596 -1.466
H 0.386 0.065 0.237
H -0.120 -0.049 -0.074
H -0.377 0.261 0.181
H 0.308 -0.229 0.157
C -0.088 -0.116 0.606
H 0.177 0.221 0.391
W 3.204 -4.129 0.571
C -0.191 -0.519 -0.055
H -0.067 -0.002 -0.426
H 0.221 -0.313 -0.049
H -1.158 0.990 0.833
C -0.289 -0.140 0.149
Cl -0.520 0.415 0.125
H -0.297 0.028 0.186
C -0.225 0.268 0.122
H 0.237 -0.217 0.289
C 0.038 -0.351 0.581
C -0.247 -0.261 -0.366
C -0.074 -0.205 0.094
H 0.279 0.343 -0.228
H -0.119 -0.356 0.130
C 0.010 -0.202 0.109
C 0.301 -0.529 -0.546
C -0.183 -0.190 -0.176
H -0.877 -1.383 -0.660
C -0.334 0.400 0.022
H -0.352 0.169 -0.382
H -0.163 0.242 0.577
C -0.130 0.276 -0.052
H -0.163 0.313 0.127
C -0.098 0.483 0.276
C -0.609 0.311 -0.798
C -0.093 -0.152 -0.110
H -0.228 -0.288 0.195
C -0.304 8.332 1.647
H -0.227 0.296 0.012
C 0.087 -0.266 -0.091
H 0.363 -0.479 0.076
C -0.135 -0.208 0.141
H 0.184 0.070 -0.209
C 0.327 0.253 -0.138
C -0.412 -0.286 0.983

## Properties
max |F| = 8.5 eV/Å
net charge = +3
frontier orbital gap (alpha / beta) = 4.1 / 3.8 eV
HOMO energy (alpha / beta) = -17.56 / -17.58 eV
multiplicity = 3
electronic energy = -1925.1900 Eh

These are the Mulliken partial charges, in e, on atoms 1 to 2: C 0.235; H 0.456

***

Record 2
ORCA calculation (ωB97M-V/def2-TZVPD) on an isolated ion of composition C23H19F4N2 and charge +1 at a distorted geometry.

Element x y z (Å)
H  -0.993521  -1.622059  -2.006482
H  0.852258  -4.277731  -0.010342
C  2.742958  -2.085597  1.818156
C  -1.649591  -0.678302  1.582785
H  0.507527  3.822044  0.016939
H  -3.430868  4.880965  -2.414023
F  0.427449  1.789717  4.184776
H  -1.692577  -0.917476  -3.489091
H  1.179550  -1.117405  -1.158508
H  -2.120050  2.069368  3.553842
C  -2.721617  1.633039  -3.234409
N  -0.690984  0.429029  -2.258853
C  0.195436  0.694692  -1.244784
C  4.024797  -4.086123  1.211561
C  0.805666  -0.328802  -0.459176
C  0.487605  -1.636504  0.793203
H  0.075117  -1.142107  -3.325041
C  -2.278127  0.389715  2.200645
C  -1.075624  2.547835  -1.680058
C  3.896911  -2.879273  1.890716
C  -1.615561  1.203194  3.110206
H  2.775332  -1.094560  2.251001
C  1.704546  -3.846459  0.511398
H  -2.203982  -1.289413  0.871456
N  0.055649  2.049996  -0.998273
C  -0.842011  -0.894199  -2.800034
H  -0.187096  -2.135765  0.108571
H  4.966740  -4.638358  1.185738
H  1.334163  -0.477105  3.284229
C  0.808580  2.767138  -0.007924
H  -4.273453  3.021915  -3.799060
H  0.660777  2.344351  0.984162
F  -3.549883  0.737281  1.781618
H  1.857035  2.704654  -0.274136
C  -1.744808  3.786604  -1.612321
F  2.998605  -5.724885  -0.183290
H  1.652061  0.122348  0.093266
C  -1.545833  1.515622  -2.469531
C  -0.277022  -0.910689  1.833114
C  -3.375540  2.877003  -3.203217
C  -2.895069  3.933836  -2.410830
F  5.000681  -2.393299  2.555013
C  1.631505  -2.568855  1.108285
H  -3.071157  0.769630  -3.815496
C  0.349332  -0.236740  2.896311
C  2.900444  -4.560565  0.556150
H  -1.349662  4.579970  -0.962417
C  -0.306686  0.872329  3.434153

Forces on the atoms, in the same order (eV/Å):
H -0.192 -0.036 -0.012
H 0.205 0.158 -0.020
C 0.649 -0.638 -0.124
C 0.340 0.202 -0.093
H 0.085 -0.416 -0.125
H 0.146 -0.228 0.087
F -1.092 -1.586 -0.649
H 0.322 -0.038 0.195
H 0.318 1.002 0.228
H 0.335 -0.340 -0.249
C 0.279 0.346 0.000
N 0.130 0.157 1.353
C -3.968 2.261 -0.881
C 0.103 -0.130 0.262
C 4.461 -2.368 0.991
C -1.937 0.300 -1.308
H -0.026 -0.211 -0.261
C -0.580 0.158 -0.504
C 0.304 0.407 0.276
C 0.465 0.538 0.062
C -0.304 0.499 0.309
H 0.082 -0.157 -0.107
C -0.066 0.239 -0.025
H 0.197 0.275 -0.037
N -0.704 -1.564 0.078
C -0.202 -0.369 -0.373
H -0.419 -0.651 0.555
H -0.341 0.217 0.099
H -0.158 0.194 -0.365
C 0.289 0.472 0.523
H 0.171 -0.062 0.163
H -0.064 -0.006 0.069
F 1.438 -0.531 0.784
H 0.234 0.154 0.099
C 0.074 -0.140 -0.357
F -0.185 1.389 1.136
H -0.037 -0.190 -0.643
C -0.258 -0.314 -0.487
C -0.746 0.456 1.002
C 0.488 -0.928 -0.013
C 0.866 -0.137 0.584
F -1.334 -0.499 -0.706
C 1.048 0.829 -0.571
H -0.026 0.647 0.187
C -0.194 0.646 -0.090
C -0.214 -0.457 -0.788
H -0.426 -0.294 -0.458
C 0.444 0.745 0.199

## Properties
SMILES string = Cn1c(CC(c2cc(F)cc(F)c2)c2cc(F)cc(F)c2)[n+](C)c2ccccc21
max |F| = 5.1 eV/Å
net charge = +1
frontier orbital gap = 7.7 eV
HOMO energy = -12.04 eV
multiplicity = 1
electronic energy = -1396.5355 Eh

These are the Mulliken partial charges, in e, on atoms 1 to 2: H 0.326; H 0.469

***

Record 3
ORCA calculation (ωB97M-V/def2-TZVPD) on C13H34BaF3N3O12S as an isolated structure at a distorted geometry.

Element x y z (Å)
H  -2.086420  -10.417161  -15.217964
H  -0.686476  -17.987334  -13.973411
C  3.701653  -16.630341  -18.282995
H  1.512894  -15.729907  -18.841538
O  2.341972  -14.333015  -15.270080
H  4.723492  -11.804619  -15.454656
H  2.686016  -11.052389  -15.141219
O  -0.965021  -14.612438  -14.173984
H  5.205002  -14.751841  -19.540471
O  -1.246674  -9.357245  -13.036700
O  4.553904  -15.157926  -15.171987
C  -0.676288  -15.845397  -13.541829
C  -1.117035  -17.045501  -14.338635
F  3.868762  -15.188741  -11.935601
N  -3.305390  -14.391241  -16.692828
H  -2.123092  -12.121704  -14.603173
H  4.930161  -11.215502  -17.162052
H  2.728948  -11.958925  -17.931590
C  -1.559005  -11.190858  -14.657628
C  2.922207  -11.018822  -16.205365
H  3.783473  -14.951606  -20.542310
C  3.395211  -14.337252  -12.832034
H  3.874228  -17.182482  -19.208928
O  3.791935  -13.121957  -19.685492
O  -3.350404  -14.843813  -15.525786
F  4.204092  -13.277764  -12.939821
O  -0.576017  -16.871603  -15.651645
H  -1.084042  -15.740883  -12.529524
C  4.804142  -12.250503  -20.167942
N  2.402044  -12.156432  -16.990827
H  2.866184  -13.033099  -16.772260
N  1.949549  -14.876994  -18.500272
C  2.445201  -9.649866  -16.749107
H  2.833487  -17.082304  -17.798441
H  5.629283  -12.178831  -19.445754
O  2.691508  -16.484661  -14.207675
H  3.191857  -8.856242  -16.700743
H  -2.091194  -8.990315  -13.303296
C  3.435627  -15.130004  -18.422996
H  -1.922194  -14.458109  -14.120182
H  2.166971  -9.730524  -17.808256
S  3.263419  -15.186771  -14.509955
H  1.849729  -14.142781  -19.198791
H  -0.943002  -17.524144  -16.252636
O  -3.919779  -14.905618  -17.639023
H  4.350200  -11.263926  -20.192403
H  0.402362  -15.906391  -13.382100
H  5.285412  -12.626326  -21.070892
H  0.002733  -10.768165  -15.755696
H  0.107129  -7.514240  -15.706486
H  4.549456  -16.779170  -17.615880
O  1.252816  -9.227794  -16.100388
O  -0.438962  -11.598067  -15.478552
C  -1.210926  -10.755609  -13.227340
H  1.836383  -7.276945  -15.761914
H  -0.275749  -11.227757  -12.931836
H  4.782010  -10.044625  -15.852054
C  4.479995  -11.038450  -16.187410
H  -2.195953  -17.227905  -14.394159
H  -1.973391  -11.208053  -12.583367
Ba  0.101745  -14.037535  -16.589530
C  4.144093  -14.495465  -19.614252
H  3.742033  -14.703403  -17.467881
F  2.200103  -13.903562  -12.423757
C  1.010927  -7.827784  -16.218789
O  -2.608315  -13.353388  -16.911903
H  0.954741  -7.614450  -17.289403

Forces on the atoms, in the same order (eV/Å):
H -0.374 -0.043 0.268
H 0.065 0.369 0.556
C -0.059 0.068 0.212
H 0.011 0.172 -0.370
O -0.663 0.451 0.485
H 0.639 -0.039 -0.211
H -0.702 -0.278 -0.139
O 0.084 0.364 -0.127
H 0.194 0.674 0.076
O 1.169 0.323 0.153
O -0.039 -0.085 1.030
C 0.363 0.250 1.139
C -0.124 -1.026 -0.339
F 0.169 0.125 0.140
N -0.623 -0.093 -0.592
H -0.490 0.335 -0.083
H -0.034 -0.211 -0.064
H -0.206 -0.146 -0.266
C 0.640 -1.051 -0.171
C 1.451 0.603 -0.266
H 0.000 -0.287 -0.023
C 0.038 -0.155 -1.075
H -0.019 0.270 -0.176
O 0.479 0.043 0.170
O -0.189 -0.073 -0.412
F 0.041 -0.046 0.224
O 0.147 0.640 -0.624
H -0.238 -0.829 -0.105
C 0.424 -0.368 1.068
N -0.490 0.771 -0.381
H 0.190 0.271 0.605
N 0.778 -0.151 -0.502
C -1.027 -0.520 -0.561
H 0.115 -0.080 0.149
H -0.091 -0.090 0.161
O 0.387 0.631 0.233
H 0.235 -0.144 0.399
H -0.185 -0.281 -0.043
C -0.729 -0.348 0.203
H -0.003 -0.106 -0.512
H 0.353 -0.201 -0.245
S 0.069 -1.006 -0.945
H -0.387 -0.124 -0.101
H -0.127 -0.096 0.127
O 0.429 0.032 0.991
H 0.071 0.021 -0.675
H 0.021 0.113 -0.387
H -0.471 0.329 -0.469
H 0.223 -0.452 0.077
H -0.204 -0.469 -0.015
H 0.026 -0.111 -0.059
O -0.436 -0.022 0.976
O 0.298 1.145 0.152
C -1.381 -0.462 -0.539
H 0.114 0.088 -0.124
H 0.327 0.622 0.003
H 0.441 -0.245 0.252
C -1.067 0.443 0.331
H -0.008 0.570 0.023
H -0.027 -0.063 0.077
Ba -0.592 0.368 0.734
C -0.524 -0.551 0.132
H 0.377 0.291 -0.242
F -0.033 -0.091 -0.015
C 0.637 -0.449 -0.433
O 0.664 -0.063 0.111
H -0.124 0.475 0.035

## Properties
max |F| = 1.6 eV/Å
frontier orbital gap = 8.8 eV
HOMO energy = -8.94 eV
multiplicity = 1
electronic energy = -2306.1213 Eh

These are the Mulliken partial charges, in e, on atoms 1 to 2: H 0.472; H 0.398

***

Q: Look up the max |F| of the first one.
A: 8.5 eV/Å

***

Q: What is the electronic energy in the second record?
A: -1396.5355 Eh